Entry from the OMol25 dataset: C38H116N2O22Zr as an isolated structure (the ωB97M-V functional and the def2-TZVPD basis).

The largest force on an atom is 7.2 eV Å⁻¹. The net charge is +2. The value obtained for the energy is -3328.23524 Eh. The HOMO energy comes out at -12.79 eV. The value obtained for the HOMO-LUMO gap is 5.03 eV. Its LUMO energy is -7.7518 eV. The energy relative to the best compared isomer or geometry (same formula, charge and spin) comes out at 58.2 kcal/mol.

XYZ file:
```
179
Properties=species:S:1:pos:R:3:forces:R:3:mulliken_charge:R:1
Zr -1.42641 -3.33010 -0.75498 5.8 3.1 3.1 0.78
C 0.89954 -6.45996 2.23517 0.8 1.0 -0.4 -1.48
C -0.34635 -5.97672 2.97201 -0.7 -2.8 0.0 1.33
C -0.04624 -6.23234 4.51644 -0.5 -0.4 0.3 -1.22
C -1.00757 -5.58256 5.48799 0.9 0.7 -0.1 -0.73
C -0.99212 -4.12109 5.17173 0.3 -0.1 0.9 -1.18
C -1.42949 -3.76118 3.75770 -0.1 2.2 -0.3 1.59
N -0.66790 -4.58960 2.71452 0.3 2.8 -0.6 0.35
O -0.93299 -4.20532 1.26157 -1.4 0.3 -0.8 0.11
C -1.08824 -2.20179 3.64924 -0.1 -1.3 -1.2 -1.48
C -2.92774 -3.98012 3.68452 -0.1 -0.5 -0.4 -1.63
C -1.47456 -6.94791 2.52880 -0.2 -0.5 0.2 -1.80
H 1.73942 -5.85766 2.58149 0.3 0.1 -0.2 0.17
H 0.80870 -6.34408 1.15516 -0.2 0.2 -0.1 0.17
H 1.18354 -7.50298 2.37501 -0.5 0.0 0.5 0.53
H 0.98689 -5.99581 4.77101 0.0 0.6 -0.2 0.50
H -0.12346 -7.25955 4.87276 0.2 -0.7 -1.4 0.36
H -0.59049 -5.61510 6.49452 -0.1 -0.6 0.1 0.45
H -1.99757 -6.03692 5.52743 0.0 0.0 -0.2 0.35
H 0.00665 -3.75089 5.40307 0.3 -0.1 -0.5 0.20
H -1.54298 -3.65705 5.98986 -0.8 0.7 -0.7 0.53
H -0.02068 -2.04527 3.80389 -0.1 0.0 0.1 -0.12
H -1.67845 -1.55008 4.29347 0.0 -0.4 0.4 0.67
H -1.31428 -1.85297 2.64161 0.1 0.0 -0.3 0.03
H -3.07517 -5.04309 3.87545 -0.5 0.1 0.0 0.34
H -3.35036 -3.74210 2.70838 0.1 0.0 -0.2 0.09
H -3.48849 -3.39484 4.41330 0.2 0.0 0.1 0.39
H -1.03443 -7.92754 2.34252 0.0 -0.1 0.1 0.53
H -1.98068 -6.70358 1.59486 0.1 0.5 0.0 0.21
H -2.23903 -7.11741 3.28707 -0.1 0.2 0.1 0.36
C 2.54475 -0.27795 -0.48811 -0.6 -0.3 -0.6 -0.29
C 1.44291 0.17119 0.51194 2.1 -1.2 1.3 1.68
C 1.81818 1.68072 0.83916 -1.8 -0.8 -1.0 0.89
C 1.22035 2.62871 -0.20403 -0.9 0.2 0.7 -1.47
C -0.32925 2.41448 -0.35632 2.3 -0.4 0.3 -1.30
C -0.69744 0.96371 -0.79927 0.1 0.1 -1.0 2.56
N 0.01349 -0.07319 0.07645 -0.6 -0.2 -0.7 0.25
O -0.19090 -1.44312 -0.41203 -2.0 -1.1 0.0 1.78
C -0.34865 0.79861 -2.30881 0.8 0.1 0.5 -0.20
C -2.23706 0.92695 -0.67636 0.7 0.0 0.3 0.03
C 1.72355 -0.68766 1.83663 -0.5 0.2 -1.2 -0.03
H 2.51102 -1.34210 -0.72165 -0.3 -0.1 0.1 -1.04
H 3.54941 -0.11130 -0.09954 -0.2 0.2 0.3 0.56
H 2.46886 0.23543 -1.44664 0.0 0.2 0.0 -0.24
H 2.89793 1.82948 0.82827 -0.1 -0.5 0.2 -0.62
H 1.41234 1.90376 1.82589 0.0 0.3 0.1 -0.26
H 1.72093 2.60222 -1.17192 0.1 -0.4 -0.1 0.33
H 1.42775 3.63110 0.17052 -0.2 0.2 -0.1 0.53
H -0.66267 3.13327 -1.10483 -0.4 -0.3 -0.1 0.63
H -0.80705 2.68057 0.58656 -0.1 -0.2 0.1 -0.27
H -0.82306 1.57583 -2.90794 -0.4 -0.2 0.1 -0.23
H -0.56320 -0.19967 -2.69028 -0.4 0.0 0.0 -0.59
H 0.71310 0.95072 -2.50284 0.2 0.0 0.2 -0.05
H -2.73265 0.32328 -1.43666 0.0 -0.5 0.3 -0.58
H -2.59038 1.94042 -0.86647 -0.1 0.0 0.0 0.33
H -2.50547 0.69409 0.35410 -0.3 -0.2 -0.1 -0.33
H 2.72387 -0.51330 2.23291 -0.1 0.6 0.0 0.34
H 1.74505 -1.75638 1.62336 -0.3 -0.1 -0.2 -0.65
H 0.96028 -0.52288 2.59715 0.1 0.2 0.0 -0.65
C 0.76458 6.29788 -2.14473 1.6 0.2 -0.1 0.07
O -0.40366 6.62622 -1.48986 -1.2 0.0 0.5 -0.54
H 0.90150 5.24725 -2.40070 -0.2 -0.3 0.0 0.06
H 0.97566 6.89628 -3.03099 -0.4 0.1 -0.3 0.37
H 1.56772 6.56538 -1.45807 0.1 -0.2 0.0 -0.27
H -1.15245 6.12243 -1.81714 0.0 0.1 -0.2 0.30
C -4.34256 -2.47956 -2.41268 -1.2 0.5 -0.7 -0.76
O -2.92191 -2.31898 -2.27463 -0.2 -2.0 2.6 0.64
H -4.77521 -1.48386 -2.31534 -0.3 -0.1 0.0 0.10
H -4.54655 -2.89025 -3.40153 0.0 0.2 -0.1 0.30
H -4.86084 -3.15513 -1.73217 0.7 0.0 0.5 0.45
H -2.68707 -1.78714 -3.03856 1.2 0.8 -1.3 -0.54
C -0.81555 -3.88635 -4.07153 0.9 0.8 -0.5 -0.94
O -0.55056 -2.97211 -2.96215 -2.1 -1.3 0.1 1.07
H -0.32076 -3.42471 -4.92603 0.0 -0.2 -0.1 0.26
H -0.32107 -4.84500 -3.91477 -0.3 -0.1 0.2 0.33
H -1.86528 -3.97658 -4.35084 -0.1 0.0 0.7 0.26
H 0.30838 -2.59726 -3.17021 1.2 0.8 0.1 -0.29
C 3.07220 1.51276 4.67871 -0.4 -0.5 0.6 -0.11
O 3.90895 1.56622 3.55922 0.5 0.2 -0.3 -0.58
H 2.42733 0.64004 4.57580 -0.3 -0.2 0.3 -0.02
H 3.67227 1.39660 5.58121 0.2 -0.1 -0.2 0.40
H 2.43435 2.37617 4.86784 0.1 0.3 -0.4 -0.05
H 3.40472 1.89345 2.81070 0.0 0.3 0.1 0.12
C -6.66345 1.40170 -0.61257 0.1 0.3 0.3 -0.80
O -5.40193 0.90407 -1.10046 -0.8 0.4 -0.9 -0.44
H -6.54774 1.81787 0.38817 0.0 -0.2 0.2 0.25
H -7.00279 2.24175 -1.21860 0.3 -0.1 -0.3 0.27
H -7.47321 0.67208 -0.60543 0.2 -0.3 0.0 0.33
H -5.01046 0.34030 -0.42925 -0.1 0.2 0.7 0.41
C 1.45035 -0.95281 -5.07726 1.2 0.7 -1.2 -0.46
O 1.68541 -1.93536 -4.08936 -0.2 -0.3 1.0 -0.51
H 1.85379 -1.36665 -6.00142 -1.0 0.0 -0.6 0.54
H 0.42706 -0.57820 -5.10241 0.1 -0.4 0.0 0.22
H 2.13860 -0.11500 -4.96544 -0.3 0.4 0.6 -0.10
H 2.64217 -1.94864 -4.01176 0.0 -0.4 0.4 0.27
C -4.52323 -0.16713 2.54544 1.6 0.0 0.4 -0.37
O -4.69933 -0.39108 1.18028 -1.1 -0.6 -2.0 -0.46
H -5.03640 0.74948 2.83626 -0.1 -0.4 0.1 0.28
H -4.77969 -1.06530 3.10723 -0.3 0.3 0.4 0.31
H -3.44572 -0.00818 2.58774 0.1 0.3 1.2 -0.06
H -4.15525 -1.13713 0.91760 0.0 0.0 0.2 0.00
C 2.86484 -3.19852 4.34740 1.3 -0.4 0.2 -0.17
O 3.98949 -4.04770 4.06189 -0.7 0.0 1.0 -0.61
H 2.62773 -3.21231 5.41121 0.2 -0.4 0.1 0.37
H 3.20521 -2.17805 4.17167 -0.7 0.3 -0.5 0.34
H 1.97884 -3.56086 3.82604 -0.2 0.5 -0.4 -0.27
H 4.17514 -3.98028 3.12242 0.0 0.0 -0.2 0.36
C 4.96810 -2.71642 0.88118 1.2 1.1 -0.8 -0.44
O 4.31173 -3.83129 1.37873 -1.1 -0.7 0.0 -0.47
H 4.75727 -2.54148 -0.17383 -0.3 0.0 -0.2 0.22
H 4.68813 -1.80745 1.41361 -0.1 -0.3 0.3 0.07
H 6.04949 -2.83976 0.94025 0.1 0.1 0.2 0.42
H 4.44089 -4.56362 0.77161 0.2 -0.2 0.2 0.27
C -1.07149 1.41351 3.49119 0.7 0.9 0.1 -0.46
O -2.12682 1.31769 4.41976 -0.2 -0.5 -0.3 -0.50
H -1.00765 2.43443 3.11471 -0.1 0.2 -0.2 0.33
H -0.12842 1.23438 4.00754 0.3 -0.3 -0.2 0.44
H -1.14878 0.77324 2.61246 -0.4 -0.4 0.3 -0.19
H -1.85670 1.91286 5.12290 -0.4 0.0 0.3 0.39
C 1.57930 2.43152 -5.90264 0.4 0.1 -0.1 -0.20
O 0.62333 2.03179 -6.86836 0.5 0.1 0.1 -0.54
H 1.84532 3.48829 -5.92659 -0.7 0.4 0.1 0.39
H 1.21150 2.12106 -4.92466 0.4 0.2 0.4 -0.27
H 2.57051 2.02911 -6.11164 -0.2 -0.8 -0.1 0.32
H -0.07223 2.69002 -6.80117 -0.5 0.1 -0.3 0.33
C 1.46828 4.49933 3.50116 -0.7 -0.2 0.5 -0.73
O 2.61963 4.27144 2.75258 0.6 0.0 -0.7 -0.28
H 1.71264 4.54107 4.56260 -0.2 0.0 0.2 0.37
H 0.90881 5.39476 3.23041 0.2 0.2 -0.1 0.33
H 0.80715 3.65434 3.30881 0.0 0.0 0.2 0.14
H 3.25231 4.96470 2.95432 0.2 0.1 -0.1 0.25
C -3.11780 0.26099 -4.65317 -0.2 1.0 -1.0 -0.47
O -2.39064 -0.94697 -4.62734 0.5 -1.2 1.1 -0.52
H -2.68783 0.89571 -5.42799 -0.1 0.2 -0.1 0.47
H -4.15666 0.05152 -4.90809 -0.1 0.3 0.3 0.45
H -3.00770 0.81640 -3.72177 -0.1 -0.4 0.2 -0.16
H -2.52775 -1.42960 -5.44579 0.0 0.1 -0.2 0.21
C 5.15607 0.79351 -2.75929 0.2 0.3 0.2 0.07
O 6.38140 1.55209 -2.71946 -1.1 -0.9 -0.4 -0.55
H 5.32665 -0.25380 -2.51000 0.1 -0.1 0.2 0.27
H 4.44969 1.21213 -2.04245 0.2 0.1 0.0 -0.31
H 4.69628 0.83088 -3.74686 -0.1 0.1 -0.1 0.28
H 6.81784 1.26956 -3.52650 0.6 0.4 0.0 0.31
C 5.19182 2.98940 0.26157 0.4 -0.2 -0.1 -0.47
O 6.21990 3.40736 -0.58961 0.2 0.3 -0.1 -0.58
H 5.28849 1.94720 0.56581 0.3 -0.4 0.2 0.46
H 5.30341 3.59711 1.15953 -0.6 0.0 0.0 0.32
H 4.22890 3.04611 -0.24605 -0.4 0.5 0.3 -0.13
H 6.18469 2.91167 -1.41099 0.2 -0.1 -0.2 0.33
C 1.72013 -4.15762 -0.63395 0.1 0.9 1.1 -0.74
O 0.46438 -4.62445 -1.23406 0.8 -0.1 0.9 -0.55
H 2.32837 -4.94847 -0.19499 -0.4 -0.4 -0.5 0.50
H 2.27667 -3.58465 -1.37562 -0.1 -0.1 0.0 0.54
H 1.47913 -3.53364 0.22666 -0.2 0.2 -0.2 -0.13
H 0.82353 -5.31825 -1.79196 -1.0 -0.4 -0.6 0.31
C -3.66840 3.29320 1.79928 0.1 0.0 -0.8 -0.36
O -3.59887 4.02545 2.98155 -0.2 0.3 0.5 -0.52
H -4.60991 3.41912 1.26468 -0.2 0.0 0.0 0.53
H -2.90759 3.68900 1.12652 0.2 -0.2 0.0 0.07
H -3.51445 2.22636 1.96133 0.2 -0.1 0.0 -0.10
H -4.47515 4.02259 3.37361 0.1 0.1 0.3 0.33
C -5.38279 3.29671 -3.49932 0.2 0.9 -1.5 -0.79
O -4.56391 3.35093 -2.37010 0.1 0.0 0.2 -0.42
H -6.44401 3.48833 -3.34059 -0.1 -0.5 0.4 0.38
H -5.10257 4.10195 -4.17841 0.2 0.3 0.1 0.35
H -5.19568 2.41383 -4.11055 -0.4 -0.5 0.2 0.19
H -4.79729 2.56717 -1.86727 0.2 -0.4 0.5 0.24
C 4.14042 6.50838 -0.44424 -0.4 -0.2 0.0 -0.12
O 3.79660 7.45390 0.55705 0.5 0.1 0.1 -0.55
H 3.61347 5.57535 -0.24457 -0.1 -0.3 -0.1 -0.21
H 3.87738 6.85483 -1.44368 0.0 0.1 -0.1 0.32
H 5.20431 6.27129 -0.44153 0.0 0.4 0.3 0.29
H 2.90262 7.77585 0.42013 0.0 -0.1 -0.1 0.32
C -1.81260 4.08293 -4.83523 -0.7 0.8 0.1 0.36
O -1.72870 3.96789 -6.25344 0.2 -0.7 0.4 -0.55
H -1.57510 5.11248 -4.56741 0.4 0.0 0.3 0.47
H -2.83052 3.94441 -4.47087 -0.1 -0.3 0.0 -0.21
H -1.17635 3.37507 -4.30400 0.2 0.0 -0.4 -0.34
H -2.43091 4.51607 -6.61121 0.1 0.0 -0.2 0.31
```
Positions in Å, forces in eV/Å.